No. 1
Here is C32H26Cl2MgN3O5P as an isolated structure from OMol25. Energies are from ωB97M-V/def2-TZVPD.

Positions of all 70 atoms, in Å:
Mg1 -0.683 1.368 2.205
N1 -2.640 1.806 1.609
C1 -3.052 0.399 1.648
C2 -4.522 0.352 1.176
C3 -4.961 -1.079 0.900
C4 -4.361 -1.981 0.104
C5 -2.972 -2.233 -0.197
C6 -1.932 -1.429 0.195
P1 -0.295 -2.159 0.291
C7 -0.586 -3.908 0.820
C8 -1.691 -4.381 1.607
C9 -1.691 -5.692 2.068
C10 -0.879 -6.678 1.489
C11 0.225 -6.176 0.768
C12 0.407 -4.851 0.552
C13 -0.097 -2.159 -1.500
C14 -0.257 -3.282 -2.338
C15 0.077 -3.249 -3.679
C16 0.474 -2.038 -4.282
C17 0.702 -0.910 -3.486
C18 0.389 -0.997 -2.094
H1 -2.662 2.165 0.627
H2 -3.352 2.329 2.159
H3 -4.509 0.986 0.239
H4 -5.934 -1.267 1.357
H5 -5.012 -2.778 -0.267
H6 -2.733 -3.016 -0.947
H7 -2.461 -3.700 1.894
H8 -2.518 -5.991 2.725
H9 -1.111 -7.726 1.544
H10 0.945 -6.942 0.425
H11 1.343 -4.531 0.066
H12 -0.693 -4.188 -1.962
H13 -0.070 -4.138 -4.326
H14 0.638 -1.977 -5.371
H15 1.094 0.029 -3.903
H16 0.483 -0.097 -1.459
O1 -5.102 1.081 2.169
N2 -2.895 -0.216 2.932
O2 -1.715 0.152 3.339
O3 -1.921 -0.149 0.670
Cl1 -0.473 3.999 1.568
C19 -0.124 4.186 -0.256
C20 -1.005 4.959 -1.004
C21 -0.802 5.146 -2.390
C22 0.339 4.649 -3.001
C23 1.246 3.911 -2.294
Cl2 2.718 3.473 -3.097
C24 1.054 3.652 -0.897
N3 1.871 2.810 -0.148
C25 3.150 2.986 0.354
C26 3.772 4.224 0.375
C27 5.066 4.417 0.882
C28 5.762 3.299 1.295
C29 5.167 2.049 1.328
C30 3.822 1.836 0.978
C31 3.310 0.410 1.204
C32 1.976 0.242 1.988
O4 1.580 -0.839 2.441
O5 1.243 1.341 2.077
H17 -1.908 5.227 -0.499
H18 -1.621 5.565 -2.987
H19 0.517 4.834 -4.061
H20 1.364 2.173 0.430
H21 3.205 5.112 0.024
H22 5.558 5.358 0.760
H23 6.839 3.358 1.571
H24 5.675 1.158 1.646
H25 4.068 -0.165 1.715
H26 3.161 -0.119 0.233

Summary:
Highest occupied orbital energy (alpha / beta) in eV: -7.983 / -7.897
Molar mass in g/mol: 658.761



No. 2
Here is C32H26N9O8P2SeZr as an isolated structure from OMol25. Energies are from ωB97M-V/def2-TZVPD.

Positions of all 79 atoms, in Å:
Zr1 -0.207 0.214 0.006
O1 -0.724 -0.363 3.145
P1 -1.075 1.168 2.785
O2 -1.208 2.045 3.931
O3 -0.042 1.450 1.650
O4 -2.396 0.896 1.891
P2 -2.901 1.857 0.642
O5 -4.331 1.220 0.357
O6 -2.913 3.271 0.988
O7 -2.002 1.302 -0.471
H1 -0.938 -0.569 4.064
H2 -5.038 1.811 0.652
C1 10.438 -8.806 -0.729
O8 10.530 -7.391 -0.648
C2 9.391 -6.686 -0.522
C3 9.544 -5.299 -0.439
C4 8.438 -4.492 -0.307
C5 7.153 -5.039 -0.253
C6 7.012 -6.420 -0.339
C7 8.116 -7.246 -0.472
C8 5.959 -4.213 -0.104
N1 4.722 -4.660 -0.078
C9 3.941 -3.549 0.075
C10 4.708 -2.409 0.151
N2 6.004 -2.848 0.038
C11 4.154 -1.115 0.378
C12 4.875 0.064 0.638
C13 4.195 1.211 0.956
C14 2.795 1.201 0.951
N3 2.104 0.119 0.646
C15 2.754 -1.042 0.416
C16 1.930 -2.227 0.350
N4 0.595 -2.054 0.528
C17 -0.138 -3.146 0.704
C18 0.372 -4.444 0.619
C19 1.703 -4.623 0.342
C20 2.520 -3.491 0.229
H3 11.458 -9.165 -0.821
H4 9.865 -9.112 -1.607
H5 9.985 -9.222 0.173
H6 10.542 -4.885 -0.481
H7 8.596 -3.421 -0.247
H8 6.020 -6.848 -0.298
H9 7.974 -8.314 -0.535
H10 6.837 -2.288 0.058
H11 5.958 0.058 0.624
H12 4.715 2.126 1.201
H13 2.226 2.092 1.182
H14 -1.183 -3.005 0.923
H15 -0.292 -5.282 0.769
H16 2.145 -5.606 0.248
N5 0.295 -1.320 -4.232
C21 0.913 -0.836 -3.161
N6 0.096 -0.919 -2.120
C22 -1.027 -1.480 -2.654
N7 -0.959 -1.724 -3.934
C23 -2.182 -1.730 -1.798
C24 -3.339 -2.353 -2.248
N8 -4.360 -2.586 -1.438
C25 -4.224 -2.192 -0.178
C26 -3.079 -1.559 0.283
N9 -2.047 -1.325 -0.531
H17 0.640 -1.392 -5.176
H18 1.907 -0.419 -3.159
H19 -3.423 -2.663 -3.282
H20 -5.053 -2.373 0.493
H21 -2.996 -1.224 1.307
Se1 0.870 1.900 -1.786
C27 1.297 3.470 -0.769
C28 2.598 3.963 -0.834
C29 2.946 5.093 -0.109
C30 2.001 5.727 0.686
C31 0.702 5.241 0.736
C32 0.341 4.120 0.002
H22 3.333 3.462 -1.453
H23 3.955 5.481 -0.169
H24 2.275 6.604 1.257
H25 -0.043 5.734 1.347
H26 -0.679 3.767 0.046

Summary:
Net charge: +1
Highest occupied orbital energy in eV: -10.234
Molar mass in g/mol: 896.747



No. 3
Here is the molecule C32H27ClN4O5 from OMol25. Energies are from ωB97M-V/def2-TZVPD.

Positions of all 69 atoms, in Å:
O1 -1.009 2.680 3.112
C1 0.094 3.125 3.277
O2 0.645 3.250 4.491
C2 1.061 3.537 2.190
C3 0.334 3.942 0.909
C4 1.308 4.123 -0.261
N1 2.128 2.945 -0.437
C5 1.966 2.007 -1.395
O3 2.419 0.875 -1.282
C6 1.336 2.425 -2.686
C7 1.775 3.553 -3.369
C8 1.319 3.825 -4.647
C9 0.427 2.966 -5.265
C10 -0.021 1.836 -4.605
C11 0.436 1.566 -3.324
N2 -0.004 0.417 -2.634
C12 0.063 -0.877 -3.082
O4 0.331 -1.242 -4.195
C13 -0.280 -1.751 -1.880
C14 -1.483 -2.681 -2.090
C15 -1.878 -3.182 -0.739
C16 -1.677 -2.451 0.399
N3 -2.110 -3.152 1.493
C17 -2.599 -4.358 1.072
C18 -3.146 -5.408 1.797
C19 -3.565 -6.518 1.095
C20 -3.447 -6.587 -0.295
C21 -2.906 -5.550 -1.022
C22 -2.472 -4.415 -0.338
C23 -1.082 -1.079 0.458
C24 -0.042 -0.974 1.556
C25 1.285 -1.317 1.332
C26 2.207 -1.238 2.361
C27 1.822 -0.821 3.624
C28 0.499 -0.472 3.836
Cl1 0.001 0.070 5.401
C29 -0.435 -0.542 2.817
N4 -0.546 -0.777 -0.851
C30 -0.406 0.486 -1.291
O5 -0.631 1.503 -0.682
C31 2.877 2.592 0.750
C32 1.935 2.305 1.912
H1 0.054 2.886 5.171
H2 1.689 4.349 2.569
H3 -0.378 3.159 0.654
H4 -0.214 4.873 1.064
H5 1.972 4.976 -0.069
H6 0.737 4.310 -1.169
H7 2.502 4.203 -2.903
H8 1.672 4.704 -5.166
H9 0.080 3.173 -6.266
H10 -0.705 1.150 -5.079
H11 0.598 -2.362 -1.629
H12 -1.211 -3.497 -2.758
H13 -2.306 -2.124 -2.551
H14 -2.048 -2.837 2.446
H15 -3.238 -5.355 2.872
H16 -3.996 -7.353 1.628
H17 -3.789 -7.475 -0.805
H18 -2.819 -5.609 -2.096
H19 -1.864 -0.331 0.667
H20 1.609 -1.619 0.350
H21 3.238 -1.498 2.177
H22 2.536 -0.759 4.430
H23 -1.453 -0.230 2.998
H24 3.543 3.426 0.996
H25 3.471 1.706 0.518
H26 1.288 1.471 1.637
H27 2.504 2.032 2.802

Summary:
Highest occupied orbital energy in eV: -8.093
Molar mass in g/mol: 583.044



No. 4
Here is C32H27FN2O3PRh as an isolated structure from OMol25. Energies are from ωB97M-V/def2-TZVPD.

Positions of all 67 atoms, in Å:
Rh1 0.502 -0.997 -2.555
C1 2.922 5.029 1.326
C2 1.934 4.102 2.028
C3 0.813 4.839 2.745
C4 -0.059 5.601 1.756
C5 -0.502 4.709 0.625
C6 -1.653 4.983 -0.074
C7 -2.086 4.136 -1.098
F1 -3.233 4.417 -1.713
C8 -1.375 3.036 -1.475
C9 -0.197 2.731 -0.776
C10 0.579 1.577 -1.141
O1 0.267 0.917 -2.213
C11 1.638 1.228 -0.324
C12 1.984 2.051 0.739
N1 1.355 3.177 1.013
C13 0.228 3.549 0.287
C14 2.411 -0.039 -0.489
O2 3.251 -0.329 0.322
O3 2.129 -0.839 -1.518
H1 3.324 5.748 2.038
H2 2.442 5.574 0.511
H3 3.752 4.459 0.909
H4 2.472 3.485 2.747
H5 1.255 5.520 3.470
H6 0.197 4.123 3.294
H7 0.486 6.457 1.350
H8 -0.937 6.005 2.258
H9 -2.248 5.852 0.177
H10 -1.705 2.415 -2.294
H11 2.823 1.778 1.367
N2 1.380 -2.863 -3.126
C15 1.106 -4.000 -2.256
C16 1.639 -5.249 -2.530
C17 1.366 -6.309 -1.681
C18 0.559 -6.125 -0.562
C19 0.033 -4.875 -0.290
C20 0.318 -3.808 -1.144
P1 -0.347 -2.171 -0.818
C21 -2.114 -2.252 -1.065
C22 -2.983 -2.801 -0.124
C23 -4.340 -2.842 -0.400
C24 -4.828 -2.337 -1.600
C25 -3.968 -1.778 -2.535
C26 -2.611 -1.742 -2.268
C27 0.031 -1.771 0.861
C28 1.231 -2.203 1.437
C29 1.530 -1.830 2.735
C30 0.655 -1.019 3.446
C31 -0.523 -0.561 2.863
C32 -0.832 -0.918 1.564
H12 2.361 -2.595 -3.022
H13 1.252 -3.138 -4.097
H14 2.267 -5.395 -3.401
H15 1.789 -7.282 -1.891
H16 0.343 -6.954 0.098
H17 -0.589 -4.721 0.582
H18 -2.607 -3.187 0.815
H19 -5.021 -3.271 0.322
H20 -5.888 -2.383 -1.810
H21 -4.356 -1.377 -3.461
H22 -1.925 -1.301 -2.995
H23 1.913 -2.828 0.877
H24 2.443 -2.180 3.195
H25 0.896 -0.735 4.462
H26 -1.202 0.065 3.427
H27 -1.741 -0.558 1.098

Summary:
Net charge: +2
Highest occupied orbital energy in eV: -14.135
Molar mass in g/mol: 640.457



No. 5
Here is C32H27FN6O5Tc as an isolated structure from OMol25. Energies are from ωB97M-V/def2-TZVPD.

Positions of all 72 atoms, in Å:
Tc1 -1.321 0.526 -1.430
O1 0.297 5.493 0.164
C1 -0.117 4.890 1.274
C2 0.066 5.589 2.480
C3 -0.338 5.030 3.665
C4 -0.935 3.758 3.699
C5 -1.121 3.062 2.531
C6 -0.719 3.601 1.298
C7 -0.961 2.846 0.089
O2 -1.551 1.692 0.182
N1 -0.632 3.337 -1.100
N2 -1.080 2.444 -2.031
C8 -1.514 2.772 -3.199
C9 -2.494 1.837 -3.745
C10 -3.183 2.025 -4.928
C11 -4.264 1.195 -5.199
C12 -4.620 0.217 -4.286
C13 -3.864 0.061 -3.132
N3 -2.822 0.848 -2.873
H1 0.092 4.943 -0.615
H2 0.525 6.566 2.434
H3 -0.203 5.578 4.588
H4 -1.254 3.339 4.642
H5 -1.598 2.091 2.539
H6 -1.333 3.753 -3.625
H7 -2.894 2.814 -5.608
H8 -4.832 1.326 -6.109
H9 -5.471 -0.425 -4.454
H10 -4.079 -0.701 -2.396
C14 0.615 -3.889 4.380
C15 0.923 -2.401 4.445
C16 2.271 -2.074 5.071
C17 3.413 -2.483 4.157
C18 3.269 -1.796 2.832
C19 4.360 -1.448 2.075
C20 4.195 -0.814 0.841
F1 5.289 -0.504 0.147
C21 2.966 -0.508 0.334
C22 1.832 -0.853 1.088
C23 0.514 -0.581 0.572
O3 0.414 0.084 -0.525
C24 -0.585 -1.036 1.315
C25 -0.354 -1.605 2.560
N4 0.846 -1.810 3.068
C26 1.983 -1.484 2.335
C27 -2.006 -0.950 0.885
O4 -2.932 -1.043 1.633
O5 -2.194 -0.850 -0.461
H11 0.641 -4.306 5.385
H12 1.340 -4.422 3.767
H13 -0.376 -4.074 3.968
H14 0.144 -1.885 5.010
H15 2.334 -2.591 6.029
H16 2.327 -1.003 5.278
H17 3.412 -3.565 4.007
H18 4.376 -2.232 4.600
H19 5.361 -1.662 2.422
H20 2.863 -0.013 -0.618
H21 -1.200 -1.888 3.174
N5 1.502 -3.368 -5.407
C28 0.831 -2.517 -4.624
C29 1.153 -1.145 -4.579
C30 0.451 -0.319 -3.747
N6 -0.561 -0.737 -2.960
C31 -0.874 -2.049 -2.999
C32 -0.228 -2.949 -3.800
H22 2.240 -3.052 -6.011
H23 1.246 -4.339 -5.460
H24 1.944 -0.740 -5.193
H25 0.696 0.736 -3.701
H26 -1.683 -2.362 -2.353
H27 -0.539 -3.983 -3.795

Summary:
Net charge: +2
Multiplicity: 2
Highest occupied orbital energy (alpha / beta) in eV: -12.777 / -12.755
Molar mass in g/mol: 692.603



No. 6
Here is C32H27HfN5O2P as an isolated structure from OMol25. Energies are from ωB97M-V/def2-TZVPD.

Positions of all 68 atoms, in Å:
Hf1 0.189 -0.486 1.423
O1 2.394 -0.033 4.796
C1 1.689 -0.510 3.950
N1 0.579 0.087 3.367
C2 0.527 1.538 3.560
C3 1.247 2.184 2.395
C4 1.672 3.497 2.418
C5 2.387 3.992 1.339
C6 2.650 3.160 0.254
C7 2.151 1.880 0.266
N2 1.441 1.389 1.309
C8 2.065 -1.823 3.307
C9 2.728 -2.805 4.007
C10 3.141 -3.934 3.313
C11 2.879 -4.034 1.948
C12 2.179 -3.029 1.323
N3 1.764 -1.932 1.993
H1 1.005 1.816 4.499
H2 -0.509 1.884 3.605
H3 1.485 4.104 3.294
H4 2.756 5.010 1.350
H5 3.230 3.500 -0.592
H6 2.315 1.215 -0.570
H7 2.938 -2.657 5.057
H8 3.672 -4.727 3.823
H9 3.213 -4.889 1.376
H10 1.943 -3.079 0.267
O2 -0.969 -2.834 2.019
N4 -0.927 -2.338 0.712
C13 -1.486 -3.006 -0.227
C14 -1.575 -2.635 -1.623
C15 -2.140 -3.621 -2.437
C16 -2.288 -3.429 -3.803
C17 -1.874 -2.236 -4.362
C18 -1.316 -1.238 -3.561
C19 -1.158 -1.410 -2.194
P1 -0.490 0.008 -1.266
C20 0.506 0.936 -2.443
C21 1.691 0.352 -2.902
C22 2.493 1.038 -3.798
C23 2.119 2.307 -4.234
C24 0.943 2.885 -3.780
C25 0.129 2.201 -2.884
C26 -1.911 1.000 -0.747
C27 -3.227 0.628 -1.010
C28 -4.273 1.399 -0.517
C29 -4.010 2.541 0.231
C30 -2.699 2.923 0.488
C31 -1.648 2.154 0.010
H11 -1.563 -3.602 2.092
H12 -1.947 -3.957 0.041
H13 -2.462 -4.557 -1.996
H14 -2.725 -4.205 -4.415
H15 -1.983 -2.064 -5.425
H16 -1.002 -0.313 -4.028
H17 1.980 -0.643 -2.579
H18 3.404 0.585 -4.164
H19 2.746 2.839 -4.938
H20 0.647 3.864 -4.132
H21 -0.797 2.653 -2.550
H22 -3.442 -0.251 -1.605
H23 -5.295 1.121 -0.738
H24 -4.830 3.148 0.592
H25 -2.496 3.832 1.041
H26 -0.629 2.491 0.164
N5 -3.119 0.050 2.646
C32 -2.067 -0.118 2.226
H27 -4.045 0.185 3.021

Summary:
Net charge: +3
Highest occupied orbital energy in eV: -16.875
Molar mass in g/mol: 723.065



No. 7
Here is C32H27HgN4O5Se as an isolated structure from OMol25. Energies are from ωB97M-V/def2-TZVPD.

Positions of all 70 atoms, in Å:
Hg1 1.655 -0.483 -0.439
O1 -2.074 1.006 3.794
C1 -1.904 -0.314 3.716
C2 -2.908 -1.152 4.214
C3 -2.771 -2.528 4.167
C4 -1.633 -3.106 3.616
C5 -0.643 -2.281 3.107
C6 -0.746 -0.895 3.145
C7 0.347 -0.079 2.504
O2 1.279 -0.705 1.912
N1 0.196 1.225 2.674
N2 0.960 2.166 2.001
C8 2.145 1.907 1.606
C9 2.888 2.908 0.817
C10 3.122 4.187 1.297
C11 3.867 5.115 0.577
C12 4.383 4.725 -0.658
C13 4.149 3.461 -1.167
C14 3.366 2.505 -0.465
O3 3.095 1.361 -0.993
H1 -1.201 1.385 3.353
H2 -3.793 -0.688 4.632
H3 -3.567 -3.156 4.555
H4 -1.534 -4.182 3.551
H5 0.237 -2.696 2.631
H6 2.637 0.961 1.809
H7 2.708 4.450 2.265
H8 4.044 6.109 0.968
H9 4.976 5.427 -1.238
H10 4.533 3.168 -2.137
O4 -5.134 2.011 0.501
C15 -3.883 2.585 0.906
C16 -2.736 1.870 0.255
C17 -1.624 2.601 -0.213
C18 -0.504 1.893 -0.581
N3 -0.433 0.562 -0.590
C19 -1.537 -0.176 -0.233
C20 -2.695 0.506 0.225
C21 -1.456 -1.597 -0.257
C22 -2.581 -2.443 -0.044
C23 -2.438 -3.803 -0.040
C24 -3.632 -4.685 0.156
O5 -4.032 -5.345 -1.057
C25 -1.154 -4.361 -0.268
C26 -0.110 -3.481 -0.486
N4 -0.235 -2.163 -0.486
H11 -5.802 2.320 1.119
H12 -3.774 2.496 1.993
H13 -3.846 3.649 0.644
H14 -1.603 3.682 -0.191
H15 0.412 2.409 -0.849
H16 -3.528 -0.053 0.623
H17 -3.562 -2.017 0.119
H18 -4.467 -4.094 0.549
H19 -3.413 -5.483 0.870
H20 -3.763 -4.761 -1.774
H21 -0.997 -5.431 -0.277
H22 0.894 -3.851 -0.678
Se1 3.205 -1.981 -1.916
C27 3.251 -0.920 -3.502
C28 4.256 -1.157 -4.442
C29 4.319 -0.436 -5.626
C30 3.381 0.549 -5.899
C31 2.380 0.798 -4.968
C32 2.312 0.073 -3.789
H23 5.002 -1.913 -4.229
H24 5.114 -0.641 -6.334
H25 3.435 1.123 -6.817
H26 1.643 1.571 -5.155
H27 1.526 0.290 -3.075

Summary:
Net charge: -2
Multiplicity: 2
Highest occupied orbital energy (alpha / beta) in eV: 0.143 / -1.924
Molar mass in g/mol: 827.141



The records above yield max |F| values of 3.12, 1.26, 0.70, 2.01, 1.51, 0.41, 0.46 eV/A, respectively.